(1)
{
  "formula": "C31H66F7N5O7S2",
  "method": "ωB97M-V/def2-TZVPD",
  "orbital_gap_ev": 7.5221,
  "de_lowest_kcal_mol": 35.95,
  "smiles": "O=NO[C@H]1CC[C@@H](S(=O)(=O)C(F)(F)C(F)(F)C(F)(F)F)S(=O)(=O)O1.CCN(CC)CC.CCN(CC)CC.CCN(CC)CC.CCN(CC)CC",
  "symbols": ["H", "H", "H", "C", "H", "O", "C", "H", "C", "H", "C", "F", "H", "C", "H", "C", "F", "C", "F", "N", "H", "H", "C", "C", "H", "C", "C", "H", "H", "C", "C", "H", "C", "C", "H", "C", "C", "C", "N", "H", "H", "O", "H", "H", "N", "C", "C", "H", "O", "H", "H", "H", "S", "H", "H", "N", "H", "H", "O", "F", "H", "H", "O", "H", "H", "H", "H", "N", "H", "H", "C", "O", "C", "H", "H", "H", "H", "H", "H", "H", "S", "H", "C", "H", "C", "C", "F", "H", "H", "H", "H", "F", "H", "C", "H", "H", "H", "H", "H", "H", "H", "H", "C", "H", "H", "H", "H", "C", "C", "C", "H", "H", "O", "H", "F", "C", "H", "H"],
  "coordinates": [[-1.180, -8.953, 1.843], [0.519, -9.165, 2.121], [1.535, 2.978, -0.661], [4.288, -0.322, -1.952], [-2.956, 6.295, 5.492], [1.523, 3.462, 2.463], [-2.739, 7.022, 3.449], [0.099, -3.121, -2.662], [-1.136, -7.499, -1.438], [-0.998, -3.617, -1.371], [-0.213, -8.958, 1.333], [-2.559, 0.459, 3.285], [6.821, 0.904, -2.299], [-2.005, -3.040, -3.183], [-1.297, -3.970, -6.355], [-2.792, -2.107, -5.279], [-2.955, -0.897, -0.631], [-3.290, 9.385, 3.480], [-1.639, 0.777, -0.923], [0.057, -7.624, 0.822], [1.649, -5.407, 0.945], [2.885, 2.976, 1.053], [-0.182, -10.127, 0.343], [-0.298, 3.461, 0.286], [7.199, 0.460, -0.111], [-3.573, 6.508, 4.621], [6.291, 0.332, 0.479], [4.777, -2.302, -2.660], [-4.424, -3.398, -5.950], [-1.470, -4.183, -5.296], [5.509, 1.628, -3.835], [1.206, -5.578, -0.763], [1.788, -6.015, 0.050], [-1.058, 3.419, 1.644], [2.840, -5.959, -0.236], [-1.514, 8.755, 5.929], [-0.826, -3.660, -2.447], [5.897, 1.498, -2.369], [-2.238, 8.386, 3.502], [-4.360, 7.206, 4.914], [-1.894, 6.338, 3.310], [-3.243, 2.764, 0.361], [-3.887, 9.377, 4.405], [-2.146, -2.034, -2.787], [4.838, 0.959, -1.535], [5.249, -1.510, -2.074], [-1.836, -0.349, -0.278], [-1.954, -7.176, 0.526], [-0.044, 1.842, 3.642], [-2.385, 9.391, 6.092], [-4.581, -2.874, -4.267], [-1.954, -6.280, -5.474], [0.053, 3.119, 3.037], [5.246, 2.161, 0.101], [0.699, 1.572, -0.134], [-1.804, -2.942, -4.617], [5.493, -1.938, -1.103], [3.799, -0.182, -2.920], [-0.213, 4.118, 3.993], [-1.951, -1.456, 1.728], [6.083, -0.733, 0.572], [-3.313, -5.233, -5.833], [3.592, 0.174, 2.893], [-0.175, -7.561, -1.950], [-0.497, -4.520, -4.928], [-2.169, 11.160, 4.069], [-0.982, 3.284, -0.543], [3.299, 1.289, 2.719], [-0.689, -4.710, -2.712], [-2.749, -1.114, -4.820], [1.915, 2.605, 1.384], [-3.470, 3.147, 2.604], [-2.654, 0.718, 2.010], [-2.812, -5.494, -4.156], [0.703, -10.110, -0.294], [-2.485, -1.951, -6.317], [5.351, 0.657, -4.304], [-1.067, -10.143, -0.293], [-0.678, 9.208, 6.466], [2.104, -7.859, 1.056], [-2.633, 2.522, 1.624], [-3.340, 6.923, 2.538], [-2.780, 10.799, 3.240], [-1.370, 4.458, 1.779], [-1.156, 8.620, 4.444], [-1.678, -0.237, 1.264], [-0.881, -1.188, -0.678], [-0.854, -5.950, 0.012], [4.601, 2.223, -3.947], [-1.700, 7.787, 6.392], [-1.751, -6.783, -1.990], [-3.875, 0.322, 1.683], [6.501, 0.702, 1.485], [-4.253, -2.571, -5.262], [3.472, -0.594, -1.276], [-0.410, 7.829, 4.330], [-3.978, 9.142, 2.665], [-4.058, 5.570, 4.342], [-2.915, -3.606, -2.931], [-4.901, -1.753, -5.584], [-0.632, 9.531, 4.139], [-2.191, 10.851, 2.323], [1.406, -7.466, 0.312], [-3.625, 11.482, 3.138], [-1.632, -8.465, -1.512], [6.309, 2.128, -4.383], [0.035, 4.493, 0.148], [-2.452, -5.354, -5.177], [-0.998, -7.034, 0.017], [5.100, 1.094, -0.112], [6.145, 2.500, -2.005], [-0.170, -11.072, 0.891], [2.170, 1.290, 1.869], [6.178, -1.244, -2.580], [-0.398, -0.023, 1.529], [0.968, 2.581, 0.183], [1.571, -8.046, -0.609], [4.200, 0.817, 0.437]],
  "mulliken_charge": [0.352, 0.423, 0.450, -0.532, 0.235, -0.468, -0.277, 0.325, -0.646, 0.392, -0.709, -0.213, 0.294, -0.182, 0.386, -0.698, -0.261, -0.370, -0.160, 0.088, 0.327, 0.498, -0.962, -1.482, 0.318, -1.166, -1.343, 0.402, 0.242, -0.683, -1.398, 0.064, -1.242, 0.040, 0.463, -1.022, -1.284, -0.410, 0.161, 0.309, -0.068, -0.658, 0.272, 0.273, 0.360, -1.154, 0.501, 0.373, -0.591, 0.247, 0.268, 0.362, 1.484, 0.439, 0.052, 0.083, 0.294, 0.385, -0.694, -0.327, 0.286, 0.286, -0.267, 0.233, 0.334, 0.298, 0.514, 0.256, 0.307, 0.375, 0.339, -0.589, 0.454, 0.211, 0.274, 0.383, 0.292, 0.229, 0.388, 0.484, 1.452, 0.452, -1.435, -0.021, -0.562, 0.716, -0.235, 0.202, 0.303, 0.270, 0.106, -0.240, 0.457, -0.974, 0.191, 0.298, 0.434, 0.411, 0.070, 0.395, 0.372, 0.329, -0.334, 0.441, 0.334, 0.440, 0.451, -0.929, -0.686, -0.079, 0.434, 0.396, -0.404, 0.263, -0.253, -0.377, 0.243, -0.183]
}

=====

(2)
{
  "formula": "C31H66InO24Si",
  "method": "ωB97M-V/def2-TZVPD",
  "charge": -1,
  "orbital_gap_ev": 6.5509,
  "symbols": ["H", "C", "C", "H", "H", "O", "C", "H", "H", "H", "H", "H", "C", "H", "O", "C", "H", "H", "C", "C", "O", "H", "H", "H", "O", "C", "H", "H", "C", "C", "H", "C", "H", "C", "C", "H", "H", "O", "O", "H", "O", "H", "H", "H", "H", "C", "H", "C", "H", "H", "C", "H", "O", "C", "H", "O", "H", "C", "H", "H", "O", "O", "H", "H", "H", "C", "In", "C", "C", "C", "H", "H", "O", "H", "H", "H", "H", "H", "H", "H", "O", "H", "O", "H", "C", "C", "H", "C", "H", "H", "H", "C", "C", "C", "H", "O", "O", "H", "O", "O", "H", "O", "O", "Si", "C", "H", "H", "O", "C", "H", "H", "H", "O", "H", "H", "H", "H", "H", "O", "O", "H", "C", "H"],
  "coordinates": [[1.439, 4.697, 4.166], [-7.248, 3.057, 2.213], [-3.191, 4.043, 5.387], [6.383, 7.867, -1.051], [1.497, 3.030, 4.801], [-2.529, -5.920, 2.600], [-2.603, -3.321, 4.564], [6.991, 2.803, -0.392], [4.615, 7.991, -1.090], [-2.875, -5.462, -5.120], [0.496, -2.091, 1.269], [1.603, 1.461, 2.114], [-0.886, 4.048, 5.180], [8.242, -0.864, -6.711], [-1.923, 4.317, 5.986], [5.452, 7.387, -0.751], [-3.329, -3.475, 3.771], [7.973, 3.370, -1.776], [5.712, -3.199, -3.286], [6.276, 5.242, -1.056], [-7.459, 1.919, 1.552], [-1.603, 1.624, -0.972], [-4.699, 1.581, -4.353], [-1.762, -5.748, 0.057], [-1.007, 2.150, -3.433], [-3.956, 2.230, -3.895], [-0.358, 3.835, -2.534], [-2.249, -1.187, -3.344], [-1.220, 3.179, -2.458], [6.979, 3.068, -1.448], [-2.507, 1.396, -6.313], [1.485, 1.127, 1.089], [5.145, -3.041, -2.377], [-1.388, -6.953, 4.764], [-2.274, -6.370, -5.115], [5.405, 7.293, 0.333], [-0.058, -0.036, 2.070], [3.605, -1.622, -1.583], [5.318, 6.113, -1.373], [-3.712, -0.457, -2.792], [7.950, -0.916, -4.655], [-2.048, -7.765, 4.460], [9.570, -1.595, -5.765], [-4.343, 2.478, -2.913], [5.018, -3.344, -4.113], [1.426, 4.084, 5.065], [-1.965, -6.137, 5.195], [-8.117, 5.185, 2.529], [-3.859, 3.123, -4.506], [-0.689, -7.323, 5.509], [-1.240, 2.648, -1.011], [0.150, 0.096, 6.664], [-0.481, -5.609, 1.697], [-0.889, 0.308, 6.911], [9.301, 0.156, -5.722], [-2.555, -1.920, 4.834], [2.285, -4.368, -2.814], [0.916, -1.336, 0.604], [-2.928, -3.871, 5.447], [-8.172, 5.079, 3.611], [1.517, -2.213, -1.628], [0.244, 4.335, 5.834], [-0.966, 0.730, -5.861], [-2.089, 3.810, -2.668], [-6.464, 0.632, 2.851], [-1.326, -6.002, 2.644], [0.839, 2.886, -0.147], [8.813, -0.813, -5.785], [0.392, 0.022, 1.083], [2.522, -1.353, -1.877], [-0.315, -4.747, -0.138], [-5.491, 1.245, 1.483], [-0.611, -6.494, 3.659], [-3.274, 2.988, 5.132], [-1.891, -6.576, -6.113], [-2.290, -0.262, -1.813], [-8.959, 5.781, 2.188], [-0.380, -2.279, -0.785], [2.273, 4.352, 5.692], [-2.893, -7.203, -4.793], [-8.223, 3.913, 1.891], [-1.132, -0.085, 7.898], [-0.994, -2.305, 6.426], [-7.191, 5.682, 2.244], [7.268, -2.066, -4.587], [-6.477, 0.908, 1.798], [2.310, -0.398, -2.372], [-1.108, -5.031, 0.550], [0.129, -0.702, -1.303], [2.131, -4.377, -4.579], [1.139, -3.275, -3.586], [-0.345, -5.268, -4.439], [-2.028, 0.686, -5.641], [0.478, -1.621, -0.836], [-1.041, 1.385, 6.910], [-1.205, -6.262, -4.177], [6.030, 4.103, -1.697], [1.956, 2.967, -1.568], [-0.417, -4.506, -5.367], [-6.336, 3.277, 2.966], [-0.394, 0.338, 0.398], [-0.958, 3.619, 4.063], [7.337, -2.971, -5.380], [-2.343, 1.263, -3.859], [-1.700, -1.561, 5.792], [1.991, -1.387, 0.707], [-6.761, 0.042, 1.207], [6.508, -2.030, -3.498], [-2.632, -0.306, -2.841], [1.048, 4.396, 0.786], [-2.370, -0.328, -5.799], [2.432, 0.769, 0.704], [7.206, 5.454, -0.317], [6.346, -4.076, -3.164], [-3.955, 4.291, 6.119], [-1.663, -4.138, 0.835], [6.661, 2.204, -2.025], [-1.632, -3.679, 4.225], [0.593, -5.276, -3.496], [-1.762, -0.236, 5.922], [-3.338, 4.657, 4.500], [1.590, -4.254, -3.639], [-1.912, 3.287, -0.442]],
  "mulliken_charge": [0.310, 0.824, -0.637, 0.296, 0.248, -0.569, -0.704, 0.292, 0.219, 0.289, -0.073, 0.313, 0.770, 0.292, -0.379, -0.646, 0.318, 0.299, -0.582, 0.766, -0.327, -0.149, 0.386, 0.369, -0.337, -1.264, 0.366, 0.268, -0.668, -0.662, 0.330, -1.221, 0.137, -0.457, -0.640, 0.290, 0.335, -0.542, -0.276, 0.411, -0.270, 0.293, 0.293, 0.342, 0.282, -0.591, 0.134, -0.615, 0.337, 0.236, -0.435, 0.311, -0.338, -0.587, 0.209, -0.269, 0.197, -0.813, 0.332, 0.282, -0.144, -0.354, 0.290, 0.222, 0.279, 0.886, 0.651, -0.652, 0.330, -0.139, 0.141, 0.283, -0.347, 0.261, 0.291, 0.187, 0.208, 0.262, 0.226, 0.218, -0.331, 0.319, -0.578, 0.291, 0.744, -0.604, 0.531, -0.551, 0.146, 0.373, 0.234, 0.780, -1.229, -0.182, 0.090, -0.335, -0.259, -0.421, -0.565, -0.517, -0.306, -0.449, -0.561, 0.745, 0.693, 0.647, 0.225, -0.219, -1.015, -0.460, 0.356, 0.405, -0.560, 0.361, 0.306, 0.268, 0.236, 0.236, -0.327, -0.225, 0.294, -0.485, 0.479]
}